Arrangement w

The following is a quantum chemistry calculation of a structure of composition C25H20Cl2N5PdS2, from OMol25.

```
55
C25H20Cl2N5PdS2, DFT the ωB97M-V functional and the def2-TZVPD basis
Pd -0.0915 0.0230 0.2479
Cl -5.1812 2.3384 -0.3980
Cl -0.0543 2.3346 1.4743
S -2.4536 0.8708 -0.1482
S -0.4064 -2.2199 -0.6436
N 0.4397 -3.5167 -2.8327
N 1.9349 -0.4222 1.0785
N 0.5987 0.6782 -1.9356
N 0.3535 -1.3441 -3.1582
N -0.4429 -0.7861 2.3116
C -0.6696 -1.3801 4.9889
C 0.1850 2.7881 -3.0050
C 0.1814 0.0854 -3.0497
C 0.6225 2.0200 -1.9391
C 0.1565 -2.3284 -2.2179
C -4.0602 4.3590 0.9246
C -3.8838 3.0918 0.3992
C -1.7637 4.3631 1.7230
C -1.8047 -1.1676 4.2253
C 0.5777 -1.3051 4.3879
C -1.6451 -0.8620 2.8862
C 4.2776 -0.7705 0.8452
C 0.6660 -1.0195 3.0347
C -1.5887 3.1103 1.2191
C -0.3217 0.7561 -4.1453
C 4.3171 -1.3312 2.1125
C 1.9605 -0.9543 2.3108
C -0.3325 2.1438 -4.1143
C 0.7650 -1.9273 -4.3131
C 3.1480 -1.4278 2.8497
C 0.3790 -4.8578 -2.2293
C -3.0134 4.9888 1.5728
C 3.0577 -0.3351 0.3623
C -2.6237 2.4147 0.5244
C 0.8195 -3.2847 -4.1035
H -2.7956 -1.2289 4.6523
H -2.5020 -0.6746 2.2524
H -3.1571 5.9802 1.9817
H 1.4693 -1.4577 4.9778
H -0.9609 4.8696 2.2421
H 1.1089 -4.0766 -4.7769
H -0.7495 -1.6016 6.0448
H 3.1634 -1.8777 3.8315
H 5.2496 -1.6933 2.5250
H -0.2299 -5.5007 -2.8604
H 5.1695 -0.6702 0.2438
H 1.3849 -5.2666 -2.1594
H 2.9756 0.1101 -0.6212
H -0.7266 2.7044 -4.9516
H -5.0219 4.8431 0.8244
H -0.6965 0.2194 -5.0070
H 0.2424 3.8669 -2.9560
H -0.0605 -4.7983 -1.2405
H 1.0088 -1.3606 -5.1967
H 1.0247 2.4873 -1.0514
```

Computed properties:
HOMO (spin up / spin down) = -0.6198 / -0.6267 Eh
total charge = +3
spin multiplicity = 5
frontier orbital gap (spin up / spin down) = 8.289 / 4.911 eV

=====

Arrangement x

The following is a quantum chemistry calculation of a structure of composition C25H20Cl2N5PdS2, from OMol25.

```
55
C25H20Cl2N5PdS2, DFT the ωB97M-V functional and the def2-TZVPD basis
Pd 0.0562 -0.0618 -0.0063
Cl -2.3455 -1.7084 -0.1025
Cl 1.1795 -5.7543 -0.0176
S 0.5385 -2.6791 -0.2381
S -0.2370 -0.1548 2.3684
N -2.4903 1.5343 2.2313
N -1.9732 1.0219 -0.0306
N 2.3742 -0.0502 -0.0977
N 0.7686 2.1907 -0.1088
N -1.6244 1.1028 4.2201
C -3.1422 2.0144 -1.8693
C -3.1015 -4.3055 -0.0295
C -3.2396 2.1593 3.1825
C 2.9655 1.1649 -0.0580
C -2.6971 1.8849 4.4123
C 3.1726 -1.1255 -0.0745
C -0.4271 -5.2107 -0.0420
C -2.1776 1.1765 -1.3505
C -2.7477 1.6791 0.8168
C 4.3460 1.2880 0.0087
C 1.8417 4.7643 -0.0545
C -2.0808 -3.4071 -0.0545
C 2.1008 2.3712 -0.0784
C 4.5515 -1.0728 -0.0084
C -1.4679 0.8630 2.8814
C 5.1557 0.1662 0.0388
C -3.7646 2.5185 0.3847
C -1.4689 -6.1184 -0.0176
C -3.9522 2.6949 -0.9748
C 2.6549 3.6481 -0.0585
C -0.7092 -3.8081 -0.0866
C -0.0076 3.2831 -0.1189
C -2.7809 -5.6767 -0.0200
C 0.4714 4.5752 -0.0845
C -0.7646 0.5650 5.2842
H 3.7223 3.7898 -0.0462
H -0.2154 5.4098 -0.0856
H -1.2465 -7.1766 -0.0020
H 4.8132 2.2577 0.0405
H -4.4131 3.0397 1.0707
H 5.1236 -1.9892 0.0057
H 6.2312 0.2638 0.1008
H -3.5868 -6.3987 -0.0167
H 0.2520 0.9327 5.1651
H -0.7532 -0.5217 5.2389
H -4.7217 3.3674 -1.3305
H -3.2643 2.1256 -2.9375
H 2.7201 -2.1016 -0.1094
H -1.1561 0.8837 6.2452
H -3.0267 2.1982 5.3907
H -4.1095 2.7491 2.9612
H -1.5467 0.6003 -2.0181
H -1.0754 3.1502 -0.1654
H 2.2698 5.7573 -0.0314
H -4.1326 -3.9820 -0.0349
```

Computed properties:
HOMO (spin up / spin down) = -0.6111 / -0.6217 Eh
total charge = +3
spin multiplicity = 5
frontier orbital gap (spin up / spin down) = 7.609 / 4.565 eV

=====

Order of stability, best first: arrangement w, arrangement x